# 1
The following is a quantum chemistry calculation of C10H26O2P2Sm as an isolated structure, from the OMol25 dataset.

Structure (XYZ):
```
41
Properties=species:S:1:pos:R:3:forces:R:3:nbo_charge:R:1
Sm 0.5420 0.6417 -0.6761 1.0 0.8 -0.6 2.240
C 3.4144 -0.0247 0.6798 0.0 0.1 0.2 -0.273
O 2.7938 1.0808 -0.0299 -0.7 -0.4 0.1 -0.655
C 3.0493 2.3579 0.6133 0.0 0.5 -0.1 -0.109
C 2.4498 3.4224 -0.3403 0.7 0.0 0.2 -0.097
O 1.2130 2.8411 -0.8772 0.6 -1.2 0.2 -0.673
C 0.0145 3.6117 -0.9606 -0.9 -0.3 1.4 -0.266
H 3.2162 -0.9585 0.1398 0.3 0.3 -0.1 0.209
H 2.9565 -0.0789 1.6613 0.1 -0.1 0.4 0.199
H 4.4780 0.1896 0.7919 0.0 -0.3 -0.2 0.258
H 4.1472 2.4613 0.7005 -0.5 0.2 0.0 0.262
H 2.5955 2.3723 1.6441 0.3 0.0 -0.9 0.214
H 3.1499 3.6676 -1.1885 -0.9 -0.2 0.8 0.260
H 2.1828 4.3072 0.2530 0.2 0.0 -0.4 0.247
H -0.2659 3.9158 0.1011 0.1 0.0 -1.6 0.228
H -0.7797 2.9284 -1.4018 0.6 0.6 0.4 0.176
H 0.1642 4.4147 -1.6520 -0.2 0.7 -0.2 0.265
C -3.7745 0.7385 -1.2546 1.4 1.6 -2.4 -0.917
P -2.2737 0.0740 -0.4976 -2.3 -1.5 0.7 0.618
C -2.8105 0.2945 1.2503 0.5 0.8 0.1 -0.921
C -2.5078 -1.7673 -0.7047 0.3 0.1 0.2 -0.677
C -1.6194 -2.5552 0.2704 0.4 1.3 1.1 -0.652
P 0.2270 -2.1119 0.0934 -1.4 -1.9 -0.2 0.629
C 0.6681 -3.3444 -1.1523 1.0 -0.6 -0.9 -0.954
C 1.0768 -2.7848 1.5363 1.0 0.8 0.9 -0.946
H -4.6595 0.4561 -0.7433 -0.7 -0.2 0.9 0.281
H -3.8815 0.3666 -2.2899 0.1 0.3 0.3 0.276
H -3.6298 1.8609 -1.3126 -0.6 -1.2 0.1 0.262
H -3.3855 -0.5125 1.7142 0.4 -0.2 -0.3 0.289
H -3.4852 1.1662 1.2699 0.5 -0.1 0.1 0.285
H -1.9005 0.5169 1.8078 -0.3 0.0 0.8 0.214
H -2.2723 -2.0303 -1.7303 -0.2 -0.1 -0.3 0.247
H -3.5845 -1.9753 -0.5198 0.6 0.1 -0.1 0.289
H -1.7728 -3.6399 0.2166 0.2 0.2 -0.1 0.289
H -1.8645 -2.2114 1.3003 0.0 -0.5 -0.5 0.244
H 0.3526 -4.3591 -0.8188 0.2 0.7 0.1 0.292
H 1.7725 -3.3557 -1.2990 -0.7 -0.1 0.0 0.268
H 0.1992 -3.2125 -2.1339 0.1 0.2 0.2 0.269
H 0.8891 -3.8573 1.6152 -0.2 0.1 0.1 0.294
H 0.7145 -2.2521 2.4427 0.3 -0.5 -0.4 0.267
H 2.2008 -2.6548 1.4810 -1.3 -0.1 -0.1 0.269
```
Positions in Å, forces in eV/Å.

Summary:
**Multiplicity**: 6
**Charge**: +3
**LUMO (alpha / beta)**: -13.1 / -11.5 eV
**Gap between HOMO and LUMO (alpha / beta)**: 6.99 / 8.48 eV

# 2
The following is a quantum chemistry calculation of C10H27BBrClFLi2N5NaO8PS as an isolated structure, from the OMol25 dataset.

Structure (XYZ):
```
59
Properties=species:S:1:pos:R:3:forces:R:3:nbo_charge:R:1
N -0.9597 -0.6604 3.1177 0.0 0.0 -0.3 -1.321
P -0.3466 0.6912 2.6854 0.0 -1.2 0.0 1.692
O 0.2751 1.5820 3.8251 -0.4 0.4 0.4 -1.001
S 1.2983 0.7047 4.9296 -0.4 0.2 0.0 1.786
O 1.9107 1.7429 5.6911 0.2 0.1 0.0 -0.868
O 2.1660 0.2987 3.6797 0.7 -0.1 0.0 -0.734
C 3.1789 -0.7517 3.8810 0.0 -0.9 0.0 -0.465
B 2.5475 -2.1897 4.2150 0.0 0.0 -0.1 1.154
O 2.0198 -2.9091 3.1712 -0.3 0.7 -0.4 -0.917
O 2.5663 -2.7347 5.4754 -0.6 -0.1 0.0 -0.919
H -0.5433 -1.4088 2.5730 -0.1 -0.2 0.1 0.389
H -1.3668 1.5694 2.2287 0.4 0.6 0.2 -0.260
H 0.5827 0.6014 1.6515 0.0 0.4 -0.3 -0.045
H 3.9315 -0.4901 4.6188 0.0 0.6 0.0 0.218
H 3.6327 -0.8426 2.9022 0.3 0.1 0.1 0.286
H 1.0931 -3.1387 3.2878 0.2 -0.6 0.3 0.500
H 1.9808 -2.3215 6.1160 0.4 0.1 0.2 0.504
Li -2.7260 1.6086 1.0703 -0.5 -0.2 -0.5 0.943
C 4.8636 -1.3080 0.6461 0.0 -0.1 0.6 0.521
O 5.0253 -1.6613 1.8076 -0.7 0.7 -0.4 -0.598
N 4.2639 -2.0758 -0.2683 0.0 -0.1 -0.4 -0.403
C 4.0207 -1.6108 -1.6126 -0.2 -0.3 0.2 -0.404
C 3.8312 -3.4083 0.1251 0.1 0.0 0.1 -0.429
H 5.1784 -0.3214 0.2754 0.1 0.0 -0.1 0.113
H 2.9452 -1.6075 -1.8083 0.0 0.0 -0.2 0.213
H 4.5113 -2.2665 -2.3347 0.0 0.0 -0.1 0.189
H 4.4051 -0.6038 -1.7370 0.0 0.0 0.1 0.213
H 3.1253 -3.3443 0.9525 0.0 0.0 0.0 0.225
H 4.6917 -3.9897 0.4584 0.0 0.0 0.0 0.242
H 3.3595 -3.8943 -0.7254 0.0 0.0 0.0 0.195
C 2.6426 -1.3803 -5.1429 0.5 -0.6 -1.3 0.780
O 3.1442 -0.5910 -4.2770 0.0 0.8 1.2 -0.588
N 3.4441 -2.2210 -5.8435 0.1 0.3 0.3 -0.814
N 1.3466 -1.3852 -5.3326 0.1 0.9 0.2 -0.751
H 3.0895 -2.8611 -6.5276 -0.1 0.0 0.0 0.403
H 4.4311 -2.1928 -5.6642 0.0 0.0 0.0 0.416
H 0.7325 -0.7587 -4.7570 -0.8 -0.7 0.6 0.503
H 0.9008 -2.0035 -5.9852 0.0 -0.2 0.2 0.400
C -5.8578 -0.6706 -1.3034 -0.2 -0.3 -0.1 -0.745
C -4.8390 0.0362 -0.5609 0.2 0.0 -0.2 0.456
N -4.0227 0.5912 0.0152 0.2 0.2 0.4 -0.528
H -5.6106 -1.7342 -1.3371 0.0 0.0 0.0 0.285
H -6.8507 -0.5262 -0.8296 0.5 -0.3 -0.3 0.212
H -5.9206 -0.2710 -2.3154 0.0 0.1 0.0 0.293
Cl 7.1370 -2.8986 2.3237 0.7 -0.4 0.0 -0.602
C -4.7611 6.0123 0.0494 0.3 -0.1 0.1 -0.726
C -5.1054 4.6284 -0.4280 0.1 0.1 0.2 0.596
O -4.2445 3.8026 -0.6623 0.0 0.0 0.0 -0.579
C -6.5726 4.3010 -0.6099 0.4 0.1 0.0 -0.816
H -3.6815 6.1091 0.1358 0.0 0.0 0.0 0.241
H -5.1292 6.7565 -0.6592 -0.1 0.0 0.1 0.239
H -5.2161 6.1941 1.0248 -0.1 0.1 -0.1 0.246
H -7.0206 4.9669 -1.3645 -0.2 0.2 0.3 0.204
H -7.1091 4.4224 0.3375 -0.1 0.1 -0.1 0.274
H -6.6752 3.2675 -0.9357 -0.1 0.0 0.1 0.230
Na -6.0730 4.0258 -3.1651 0.1 -0.5 -0.3 0.335
Br 4.9186 0.5944 -4.1214 -0.4 -0.6 -0.6 0.133
F -0.6387 -0.8607 -3.6163 0.6 0.3 -0.5 -0.941
Li -7.6310 0.9372 0.2976 -0.4 0.5 0.2 -0.173
```
Positions in Å, forces in eV/Å.

Summary:
**LUMO**: -3.6 eV
**Gap between HOMO and LUMO**: 1.36 eV

# 3
The following is a quantum chemistry calculation of a 4-piece molecular cluster, C10H27INO4 overall, from the OMol25 dataset.

Structure (XYZ):
```
43
Properties=species:S:1:pos:R:3:forces:R:3:nbo_charge:R:1
I 1.4115 2.0750 2.4097 0.0 0.0 0.2 -0.930
C -2.5656 1.8190 2.2017 -1.4 -0.7 -0.5 -0.252
O -1.9440 0.8412 1.3565 0.0 1.1 0.6 -0.751
H -2.3916 1.5635 3.2470 0.0 0.2 0.1 0.168
H -2.3560 2.8742 2.0269 0.7 -0.1 -0.2 0.171
H -3.6254 1.7061 1.9731 -0.3 0.1 0.3 0.156
H -1.0829 0.8243 1.7806 1.0 -0.4 -0.5 0.491
C 3.9985 -0.3039 -3.1569 -0.1 1.2 -0.9 -0.256
O 2.8730 0.2904 -2.5245 1.0 -1.4 0.4 -0.524
C 2.1474 -0.7094 -1.8169 0.3 0.9 -0.3 -0.074
C 1.2823 -0.0847 -0.7973 -1.7 0.2 0.1 -0.261
N 0.2560 0.8741 -1.3309 0.8 -0.4 0.9 -0.597
C -0.8357 0.1216 -1.8899 -1.4 -0.7 0.6 -0.237
C -2.0329 0.9392 -2.4544 2.6 0.3 -0.7 -0.064
O -1.3530 1.9061 -3.3512 -3.5 -0.1 -0.3 -0.536
C -2.3350 2.6454 -4.1739 1.5 -0.7 -0.1 -0.261
H 4.5452 -1.1419 -2.7245 -0.4 0.0 1.1 0.161
H 4.6895 0.5326 -3.2618 0.3 -0.2 -0.4 0.186
H 3.7204 -0.6976 -4.1346 -0.1 0.2 -0.4 0.153
H 2.8380 -1.3292 -1.2449 0.1 -0.5 -0.3 0.169
H 1.5611 -1.2793 -2.5376 0.1 -0.4 -0.1 0.152
H 1.8363 0.3403 0.0397 0.1 0.4 -0.4 0.239
H 0.7408 -0.9243 -0.3616 -0.1 -0.4 0.4 0.174
H -0.1424 1.2056 -0.4640 0.1 0.9 0.2 0.372
H -1.2903 -0.5063 -1.1236 -0.3 -0.2 0.7 0.165
H -0.4375 -0.6733 -2.5205 -0.2 0.6 -1.0 0.177
H -2.6947 1.4285 -1.7397 0.7 0.5 0.6 0.175
H -2.7373 0.2360 -2.8986 0.2 -0.1 -1.0 0.156
H -2.3865 3.7110 -3.9509 0.1 0.0 0.5 0.174
H -3.3409 2.2274 -4.2141 0.0 -0.2 0.5 0.164
H -1.9500 2.5763 -5.1913 0.0 0.0 -0.2 0.175
C -0.7091 -1.1262 3.7702 0.0 -0.5 1.0 -0.621
C 0.6931 -1.7022 3.5316 -2.2 -0.3 0.9 0.100
C 0.6681 -3.2076 3.7687 1.2 0.1 -0.2 -0.626
O 0.9981 -1.3641 2.2407 1.0 -0.7 -1.7 -0.758
H -1.4673 -1.7440 3.2889 0.2 0.2 -0.7 0.197
H -0.7468 -0.0900 3.4340 -0.1 -0.2 0.4 0.221
H -0.9995 -1.2568 4.8127 0.1 0.6 0.4 0.182
H 1.4342 -1.2780 4.2090 -0.1 0.1 0.3 0.161
H 0.6804 -3.3609 4.8478 -0.1 -0.3 0.0 0.197
H 1.6022 -3.5609 3.3321 0.2 -0.3 0.3 0.207
H -0.1031 -3.8155 3.2956 -0.4 0.5 0.0 0.199
H 1.5514 -0.5817 2.2971 0.1 0.7 -0.4 0.504
```
Positions in Å, forces in eV/Å.

Summary:
**Charge**: -1
**LUMO**: 3.1 eV
**Gap between HOMO and LUMO**: 7.39 eV
**Relative energy (zero: lowest compared OMol25 entry of this formula, charge and spin)**: 1.439 eV

# 4
The following is a quantum chemistry calculation of an isolated ion of composition C10H28NO2P2 and charge -1, from the OMol25 dataset.

Structure (XYZ):
```
43
Properties=species:S:1:pos:R:3:forces:R:3:nbo_charge:R:1
C -0.7080 -2.9250 3.4300 -0.5 -0.4 -0.4 -0.666
C -0.5606 -3.5128 1.8970 0.0 -0.6 0.4 -0.078
O 0.4027 -2.7339 1.0558 -3.0 -0.5 0.4 -0.574
C -0.4086 -1.9048 0.1515 -0.3 0.0 -2.2 -0.084
C 0.4981 -1.1360 -1.0296 -0.2 -3.5 0.7 -0.776
P 0.1673 0.7231 -1.1961 -0.8 -0.2 -0.7 0.670
C -1.6936 0.5125 -1.6090 -1.9 0.5 -1.0 -0.771
C -2.6983 1.5251 -0.7826 -0.9 -1.1 -0.9 0.110
O -2.4964 1.5752 0.6655 0.3 -0.8 -0.4 -0.761
C -2.7286 3.0648 -1.3465 -0.6 -0.1 -0.2 -0.232
N -1.9094 4.0579 -0.5557 0.4 -0.1 -0.8 -0.865
P 2.3054 1.2886 -0.9940 2.1 1.3 -0.2 0.336
C 3.4092 0.1202 -2.1054 0.3 -0.8 0.2 -0.948
C 2.8625 1.1248 0.8669 0.2 0.0 0.2 -0.705
C 2.3725 -0.2326 1.6114 0.2 0.6 1.5 -0.646
H -1.8363 -2.5646 3.5691 2.5 -0.8 -0.1 0.205
H -0.0100 -1.9988 3.5826 -1.2 -1.9 -0.2 0.240
H -0.4703 -3.8260 4.1761 -0.5 2.3 -1.4 0.206
H -0.1960 -4.6458 1.9058 -0.6 2.5 0.1 0.177
H -1.6474 -3.5333 1.4497 2.2 0.2 0.5 0.178
H -1.0576 -1.1579 0.7738 1.1 -1.2 -1.1 0.155
H -1.1304 -2.6280 -0.4666 1.2 1.4 1.5 0.161
H 0.2485 -1.6465 -2.0796 0.4 0.9 2.2 0.203
H 1.5926 -1.4572 -0.7746 -1.9 0.8 -0.5 0.220
H -0.0547 0.7900 0.2361 0.0 0.1 0.3 -0.198
H -0.0655 2.1690 -1.3450 0.1 -0.1 0.1 -0.162
H 0.4338 0.5941 -2.6292 0.4 0.2 -0.3 -0.200
H -1.8047 0.8612 -2.7485 0.3 -0.7 2.3 0.210
H -2.0618 -0.6015 -1.6173 0.3 2.0 0.4 0.193
H -3.7974 1.0914 -0.9544 2.1 1.0 0.2 0.142
H -2.0946 0.7391 1.0408 -0.5 1.4 -1.3 0.479
H -2.3903 3.1189 -2.4875 -0.9 -0.5 2.3 0.181
H -3.8600 3.4259 -1.2661 2.3 -0.7 -0.3 0.169
H -1.0820 3.6307 -0.0850 -1.1 0.1 -0.8 0.385
H -1.5273 4.7382 -1.2498 -0.3 -0.8 0.9 0.345
H 4.4022 0.6766 -2.4629 -2.1 -1.4 1.0 0.216
H 2.8342 -0.2404 -3.0667 0.9 0.9 1.9 0.232
H 3.6143 -0.8271 -1.4500 0.2 1.5 -1.4 0.200
H 2.3627 2.0687 1.4006 1.1 -2.1 -1.2 0.223
H 4.0428 1.3021 0.8968 -2.5 -0.5 0.1 0.209
H 2.7629 -0.1658 2.7378 -0.7 -0.4 -2.2 0.182
H 2.7876 -1.2247 1.1492 -1.0 2.0 0.8 0.214
H 1.1903 -0.2352 1.7052 2.6 -0.2 -0.5 0.225
```
Positions in Å, forces in eV/Å.

Summary:
**Charge**: -1
**LUMO**: 3.1 eV
**Gap between HOMO and LUMO**: 6.29 eV

# 5
The following is a quantum chemistry calculation of a 4-piece molecular cluster, C10H28O4 overall, from the OMol25 dataset.

Structure (XYZ):
```
42
Properties=species:S:1:pos:R:3:forces:R:3:nbo_charge:R:1
C 1.3418 -4.9037 4.8902 -1.0 -1.2 2.2 -0.641
C 0.9374 -4.1719 3.6612 0.5 0.6 0.1 0.082
C -0.3389 -3.3096 3.7594 0.1 0.4 0.4 -0.636
O 2.0956 -3.3194 3.4231 -0.8 -0.2 -0.9 -0.716
H 1.5907 -4.2574 5.7319 0.1 0.6 -0.1 0.194
H 2.1684 -5.6134 4.8564 0.1 0.2 -0.8 0.226
H 0.5243 -5.4648 5.3429 -0.3 -0.3 -0.3 0.213
H 0.8195 -4.9110 2.8688 0.3 0.3 -0.4 0.179
H -1.2454 -3.7622 4.1612 0.2 -0.7 -0.1 0.214
H -0.6307 -2.8510 2.8146 0.3 -0.2 -0.2 0.220
H -0.1624 -2.4827 4.4473 0.3 0.1 0.0 0.206
H 2.3551 -3.0824 4.3164 0.3 0.3 -0.1 0.458
C 2.8378 3.4446 1.6592 -0.5 0.1 0.3 -0.629
C 1.5615 3.6199 0.8709 0.5 0.8 -2.2 0.094
C 1.0815 5.0869 0.8529 -0.3 -0.7 1.0 -0.627
O 1.9399 3.2904 -0.4888 -0.6 0.0 -0.1 -0.734
H 3.6337 3.9629 1.1244 -0.1 0.4 0.2 0.221
H 3.1543 2.4017 1.6421 -0.2 -0.1 0.5 0.206
H 2.6710 3.8617 2.6523 0.5 -0.3 0.3 0.207
H 0.7222 2.9740 1.1285 0.1 -0.1 0.5 0.161
H 0.3640 5.1377 1.6719 0.1 0.4 0.4 0.204
H 0.4944 5.4233 -0.0017 0.4 -0.4 -0.3 0.228
H 1.9156 5.7556 1.0655 -0.1 0.1 -0.2 0.207
H 2.0817 2.3409 -0.4947 0.1 -0.1 -0.3 0.460
C 1.1301 -1.9516 -4.1553 1.0 -0.1 -0.8 -0.629
C 1.6512 -2.7256 -2.9737 -1.6 -0.6 0.5 -0.062
O 1.6460 -1.7876 -1.9011 0.8 0.5 0.0 -0.737
H 0.1694 -1.4798 -3.9491 0.3 0.1 -0.1 0.218
H 1.1053 -2.5015 -5.0960 -0.5 -0.6 0.2 0.212
H 1.9283 -1.2580 -4.4198 -0.3 0.8 0.3 0.212
H 2.5678 -3.2709 -3.1987 0.5 0.5 0.2 0.162
H 0.9460 -3.4957 -2.6613 -0.2 -0.4 -0.3 0.150
H 1.9208 -2.1620 -1.0609 0.1 -0.3 -0.1 0.474
C -5.7769 2.1050 -4.1546 0.1 -0.4 -0.3 -0.634
C -4.7454 2.4811 -3.0734 -2.8 -0.6 0.3 -0.060
O -3.7754 3.2231 -3.6782 2.2 0.5 -0.5 -0.710
H -6.5108 1.3427 -3.8929 -0.1 0.2 0.5 0.207
H -5.3011 1.6886 -5.0424 0.5 0.0 0.1 0.208
H -6.2943 2.9833 -4.5407 -0.1 0.1 0.3 0.210
H -4.3927 1.6288 -2.4926 0.3 -0.3 -0.4 0.158
H -5.2374 3.1154 -2.3361 -0.3 0.0 0.3 0.149
H -2.9436 2.8945 -3.3293 0.3 0.4 -0.3 0.473
```
Positions in Å, forces in eV/Å.

Summary:
**LUMO**: 0.4 eV
**Gap between HOMO and LUMO**: 10.48 eV
**SMILES**: CC(C)O.CC(C)O.CCO.CCO
**Relative energy (zero: lowest compared OMol25 entry of this formula, charge and spin)**: 1.776 eV

# 6
The following is a quantum chemistry calculation of C10H29BMnO5 as an isolated structure, from the OMol25 dataset.

Structure (XYZ):
```
46
Properties=species:S:1:pos:R:3:forces:R:3:nbo_charge:R:1
Mn -0.1356 -0.4587 -0.2510 -2.5 -1.2 -2.8 1.485
C 2.6177 1.6411 -2.1547 0.0 0.3 1.0 -0.627
C 2.6272 0.5574 -1.0456 -1.1 -0.8 -1.0 -0.011
O 1.7607 -0.4848 -1.2445 0.3 0.6 0.4 -0.937
H 3.3391 2.3736 -1.7925 0.1 0.6 -0.1 0.154
H 1.6195 2.0778 -2.1235 -0.1 0.1 -0.4 0.195
H 2.8979 1.3961 -3.1792 -0.1 -0.6 0.1 0.188
H 2.3652 1.0738 -0.1222 0.1 0.8 0.5 0.083
H 3.6661 0.2634 -0.8957 0.8 -0.5 0.0 0.085
C -1.7038 -3.2087 2.2909 0.0 -1.0 -0.7 -0.632
C -2.3831 -1.9187 1.9479 1.8 1.9 -1.9 -0.022
O -1.9736 -1.3581 0.7339 0.0 -0.3 1.3 -0.943
H -1.9939 -3.5416 3.2874 -0.1 -0.4 0.2 0.151
H -0.6170 -3.1933 2.2090 0.1 0.5 0.2 0.187
H -1.9961 -3.9041 1.5041 -0.1 -0.5 0.2 0.209
H -2.0939 -1.2378 2.7484 -0.2 0.7 1.1 0.063
H -3.4659 -2.0402 1.9779 -0.6 -0.2 0.2 0.108
C -1.5737 2.0822 -3.4327 -0.8 0.0 -0.7 -0.637
C -2.1661 1.6719 -2.0933 0.9 -2.6 0.6 -0.014
O -1.6811 0.5144 -1.5488 1.1 0.7 0.3 -0.940
H -2.0753 3.0398 -3.5720 0.7 0.9 -0.5 0.157
H -1.9193 1.5081 -4.2924 -0.3 -0.6 0.2 0.183
H -0.4906 2.0267 -3.5413 0.1 0.6 0.6 0.202
H -3.2337 1.4927 -2.2211 -0.9 0.5 -0.4 0.112
H -2.0803 2.5371 -1.4359 0.1 0.8 0.5 0.061
B -0.5705 -2.6697 -1.8187 -0.3 0.2 -0.6 -0.800
H 0.0348 -2.2483 -2.6062 2.4 1.5 -3.3 -0.019
H -0.7132 -3.7309 -1.9520 -0.5 -4.5 -0.4 -0.040
H -0.0262 -2.4923 -0.9041 2.4 0.6 4.1 -0.081
H -1.5294 -2.1765 -1.7785 -3.6 1.8 0.1 0.016
C 1.8657 -1.8338 1.7148 -0.5 -2.3 -0.5 -0.252
O 0.9441 -0.8063 1.5576 2.3 2.2 2.7 -0.553
C 1.3195 0.3505 2.4139 -1.9 -1.3 -0.1 -0.074
C 0.1203 1.2368 2.2396 1.0 -0.2 1.0 -0.081
O 0.0960 1.4882 0.8727 -0.7 3.1 -0.4 -0.574
C -0.0196 2.9303 0.5746 0.0 -1.4 0.0 -0.232
H 1.7149 -2.4067 2.6298 -0.2 0.3 0.7 0.148
H 2.9350 -1.6267 1.6704 -0.1 0.7 -0.5 0.168
H 1.5406 -2.5519 0.9620 0.7 0.0 -0.4 0.243
H 2.2473 0.8692 2.1726 0.1 -0.4 -0.6 0.186
H 1.3358 0.0501 3.4616 0.3 -0.5 0.2 0.163
H 0.2839 2.0988 2.8863 -0.1 0.7 -0.3 0.155
H -0.7639 0.7348 2.6324 -0.3 -0.2 -0.5 0.212
H -0.8780 3.3640 1.0877 -0.3 -0.2 -0.2 0.171
H -0.0965 3.0309 -0.5080 -0.1 -0.1 0.2 0.228
H 0.8488 3.4794 0.9385 0.4 -0.2 0.0 0.155
```
Positions in Å, forces in eV/Å.

Summary:
**Multiplicity**: 6
**Charge**: -2
**LUMO (alpha / beta)**: 4.9 / 4.8 eV
**Gap between HOMO and LUMO (alpha / beta)**: 4.92 / 5.07 eV
**Relative energy (zero: lowest compared OMol25 entry of this formula, charge and spin)**: 0.000 eV